Entry 1:
ORCA calculation (ωB97M-V/def2-TZVPD) on C21H27AuGe2N2S as an isolated structure.

Calculated values
Total charge = +1
⟨S²⟩ = 0.757
Energy relative to the best compared isomer or geometry (same formula, charge and spin) = 0.266 eV
E_HOMO (alpha / beta) = -0.3783 / -0.4203 hartree
Frontier orbital gap (alpha / beta) = 7.11 / 6.60 eV
Spin multiplicity = 2

Each line ends with the natural charge from an NBO analysis.
Positions of all 54 atoms, in Å:
Au1 1.30190 0.15562 1.82195  0.4117
C1 -5.39083 0.11447 2.90540  -0.6651
C2 -4.08267 0.30651 2.22086  0.3228
C3 -3.91701 0.72631 0.93142  -0.3323
C4 -2.60363 0.85574 0.43817  0.3583
N1 -1.54033 0.59076 1.18149  -0.5052
C5 -1.70103 0.18027 2.43997  0.2973
S1 -0.38844 -0.18714 3.46391  -0.1985
N2 -2.96180 0.04046 2.93888  -0.5183
C6 -2.33313 1.30256 -0.96038  -0.6684
H1 -6.20980 0.34803 2.23142  0.2513
H2 -5.46118 0.76400 3.77947  0.2515
H3 -5.49744 -0.91824 3.24139  0.2501
H4 -4.77349 0.95013 0.31478  0.2465
H5 -3.05162 -0.27739 3.89577  0.4383
H6 -3.24761 1.49458 -1.51581  0.2268
H7 -1.74190 0.54177 -1.47394  0.2634
H8 -1.72316 2.20650 -0.93525  0.2578
C7 1.24225 -3.03242 0.51227  -1.0759
Ge1 2.94057 -2.08368 0.33368  1.2650
C8 3.90368 -2.68716 -1.26735  -1.0565
C9 4.02060 -2.25267 1.94460  -1.0779
Ge2 2.64792 0.40382 -0.18200  0.7943
C10 1.55452 0.80526 -1.72705  -0.3688
C11 1.57882 2.06765 -2.32437  -0.2273
C12 0.74085 2.36201 -3.38952  -0.2029
C13 -0.12459 1.39401 -3.88240  -0.1951
C14 -0.15131 0.13069 -3.30745  -0.2162
C15 0.67826 -0.15681 -2.23352  -0.2442
C16 4.26920 1.45673 -0.07394  -0.4808
C17 4.22039 2.84427 0.07289  -0.2165
C18 5.38819 3.58484 0.17359  -0.1885
C19 6.62065 2.94854 0.12993  -0.1900
C20 6.68398 1.57004 -0.00697  -0.2190
C21 5.51487 0.82970 -0.10342  -0.1495
H9 1.46005 -4.09685 0.62100  0.2455
H10 0.60529 -2.90442 -0.36141  0.2331
H11 0.70032 -2.69681 1.39495  0.2427
H12 4.10573 -3.75428 -1.15326  0.2463
H13 4.85019 -2.16268 -1.38402  0.2387
H14 3.30541 -2.53666 -2.16467  0.2423
H15 4.27133 -3.30494 2.08882  0.2457
H16 3.47168 -1.90131 2.81685  0.2437
H17 4.94588 -1.68401 1.86413  0.2456
H18 2.26666 2.82582 -1.97102  0.2208
H19 0.77244 3.34326 -3.84477  0.2265
H20 -0.76807 1.62052 -4.72256  0.2252
H21 -0.81275 -0.63094 -3.70029  0.2227
H22 0.64117 -1.14567 -1.78994  0.2077
H23 3.26728 3.35771 0.13239  0.2106
H24 5.33596 4.65924 0.29109  0.2224
H25 7.53145 3.52718 0.20783  0.2251
H26 7.64352 1.07093 -0.03801  0.2234
H27 5.58362 -0.24715 -0.21046  0.1940

Entry 2:
ORCA calculation (ωB97M-V/def2-TZVPD) on a 2-piece molecular cluster, C5H8OS overall at a distorted geometry.

Calculated values
Total charge = 0
Energy relative to the best compared isomer or geometry (same formula, charge and spin) = 3.726 eV
SMILES = C#CC=C.CSO
E_HOMO = -0.3078 hartree
Frontier orbital gap = 8.88 eV

Each line ends with the natural charge from an NBO analysis.
Positions of all 15 atoms, in Å:
C1 -0.21985 -2.54126 1.07083  -0.2085
C2 0.54241 -1.70044 0.63118  -0.0608
C3 1.35606 -0.74830 0.00863  -0.2829
C4 2.04410 0.16046 0.66527  -0.3403
H1 -0.61967 -3.36662 1.69089  0.2519
H2 1.46317 -0.83156 -1.11604  0.2339
H3 1.92672 0.25838 1.71184  0.1895
H4 2.62109 0.96388 0.19397  0.2147
C5 -1.61954 0.99458 -1.56032  -0.7712
S1 -0.81127 2.10349 -0.33420  0.4739
O1 -1.03269 1.33634 1.08276  -0.8577
H5 -2.06254 0.09430 -1.15088  0.2439
H6 -0.96221 0.70436 -2.28813  0.2057
H7 -2.40802 1.64698 -2.02617  0.2215
H8 -0.21776 0.92541 1.42038  0.4865

Entry 3:
ORCA calculation (ωB97M-V/def2-TZVPD) on C8H21InN3O14P3 as an isolated structure.

Calculated values
Total charge = 0
E_HOMO = -0.3414 hartree
Frontier orbital gap = 9.38 eV

Each line ends with the natural charge from an NBO analysis.
Positions of all 50 atoms, in Å:
In1 -0.54768 0.35475 -0.23043  2.0360
O1 -0.73143 1.66615 -2.28888  -0.7138
C1 -0.92600 0.80900 -3.41118  -0.0819
C2 -2.02376 -0.18603 -3.10573  -0.2480
N1 -1.72244 -0.96035 -1.89117  -0.4973
C3 -2.98082 -1.29684 -1.20010  -0.3510
C4 -3.47324 -0.16855 -0.27791  0.7745
O2 -4.65015 -0.14539 0.01785  -0.6258
O3 -2.57352 0.67126 0.14052  -0.8353
C5 -0.90227 -2.14597 -2.16507  -0.3484
C6 -0.44510 -2.80672 -0.86401  0.7935
O4 -0.04491 -3.95722 -0.85881  -0.6530
O5 -0.53693 -2.03904 0.17679  -0.8182
H1 -1.47662 2.27223 -2.17442  0.5049
H2 0.03570 0.32148 -3.56911  0.2051
H3 -1.17050 1.38862 -4.30245  0.1921
H4 -2.20441 -0.84905 -3.95957  0.2032
H5 -2.94585 0.37039 -2.92230  0.2126
H6 -2.82857 -2.16740 -0.56603  0.2394
H7 -3.77361 -1.53380 -1.91254  0.2142
H8 -0.00171 -1.84567 -2.70553  0.2389
H9 -1.43685 -2.88525 -2.76901  0.2118
O6 0.17103 4.35999 -1.13270  -0.9972
P1 0.94744 3.37752 -0.13774  2.5672
O7 1.72817 4.10825 0.87723  -1.1499
O8 -0.05320 2.35674 0.39500  -1.2180
O9 1.87702 2.56507 -1.19825  -1.0843
P2 2.46157 1.10643 -0.81997  2.5998
O10 3.54418 0.85062 -1.94912  -0.9804
O11 3.08419 1.18120 0.52816  -1.1470
O12 1.36389 0.08274 -1.08516  -1.1826
H10 0.44374 5.27270 -0.96101  0.5147
H11 4.42208 1.14125 -1.66321  0.5147
N2 0.27249 -3.13877 2.37136  -0.7300
C7 0.29194 -2.07280 3.42210  -0.5976
P3 1.14791 -0.70435 2.52195  2.1808
O13 2.28856 -1.37378 1.85917  -1.1037
O14 0.01348 -0.01675 1.78918  -1.1981
C8 1.71343 0.67716 3.59568  -0.5993
N3 1.75159 1.85598 2.67900  -0.7338
H12 -0.24022 -2.76062 1.45401  0.4847
H13 -0.14185 -4.01088 2.68169  0.4154
H14 1.23472 -3.28804 2.04915  0.4564
H15 0.81677 -2.42076 4.31040  0.2258
H16 -0.73487 -1.80849 3.66124  0.2375
H17 2.70473 0.49508 4.00306  0.2422
H18 1.00397 0.87807 4.39781  0.2283
H19 2.09922 2.70999 3.10526  0.4341
H20 0.81753 2.05030 2.28930  0.4754
H21 2.33116 1.65958 1.79550  0.4912

Entry 4:
ORCA calculation (ωB97M-V/def2-TZVPD) on C6H10O as an isolated structure at a distorted geometry.

Calculated values
Total charge = 0
Energy relative to the best compared isomer or geometry (same formula, charge and spin) = 3.803 eV
E_HOMO (alpha / beta) = -0.2513 / -0.2700 hartree
Frontier orbital gap (alpha / beta) = 7.39 / 8.23 eV

Each line ends with the natural charge from an NBO analysis.
Positions of all 17 atoms, in Å:
C1 1.89959 0.41779 -0.82891  -0.6991
C2 0.63956 0.96197 -0.38954  0.3973
C3 -0.44167 -1.44473 0.98928  -0.6327
C4 -1.13769 -0.89080 -0.23624  -0.3902
C5 -0.78263 0.57990 -0.37613  -0.3611
C6 -0.80005 1.51106 0.85031  -0.1296
O1 0.53478 1.88629 0.51730  -0.3598
H1 2.78512 1.02525 -0.75860  0.2458
H2 2.19148 -0.48324 -0.30877  0.2272
H3 1.88060 0.11249 -1.86023  0.2330
H4 0.63214 -1.61633 0.87451  0.1975
H5 -0.85153 -2.40294 1.27603  0.2103
H6 -2.22697 -0.98416 -0.13004  0.2131
H7 -0.85486 -1.43689 -1.14231  0.2026
H8 -1.31344 1.09186 -1.19234  0.2604
H9 -0.69796 -0.70758 1.81350  0.2364
H10 -1.45648 2.38006 0.90218  0.1491

Entry 5:
ORCA calculation (ωB97M-V/def2-TZVPD) on C24H57Cl10CrN2O11P2 as an isolated structure at a distorted geometry.

Calculated values
Total charge = +1
⟨S²⟩ = 6.009
E_HOMO (alpha / beta) = -0.3855 / -0.3894 hartree
Frontier orbital gap (alpha / beta) = 7.60 / 7.72 eV
Spin multiplicity = 5

Each line ends with the Löwdin charge.
Positions of all 107 atoms, in Å:
Cr1 1.83039 2.69104 -0.82129  0.9997
C1 -0.48797 -0.89129 -0.42234  -0.0956
C2 0.38670 -0.18145 0.53424  -0.4602
O1 0.75750 1.09095 0.16469  -0.3471
H1 -1.49921 -0.48448 -0.42406  0.0286
H2 -0.60104 -1.92040 -0.08139  0.0686
H3 -0.22336 -0.89537 -1.47972  0.0514
H4 1.26291 -0.81888 0.65272  0.0857
H5 -0.02565 -0.26825 1.53949  0.0528
C3 2.70846 -0.86457 -3.13192  0.0329
C4 2.90595 0.62429 -3.19675  -0.5116
O2 2.38900 1.39724 -2.35413  -0.0818
N1 3.66277 1.00373 -4.17850  0.0543
C5 4.00725 2.42530 -4.39789  -0.0139
H6 3.37811 -1.19158 -2.33647  0.0950
H7 2.97779 -1.40303 -4.04055  0.0926
H8 1.72170 -1.17344 -2.78695  0.0686
H9 3.93075 0.36149 -4.91051  0.1553
H10 3.20278 3.11036 -4.13024  0.0791
H11 4.24399 2.52060 -5.45759  0.0963
H12 4.85754 2.69802 -3.77281  0.0940
C6 1.14744 6.25984 1.53601  0.0319
C7 0.46066 4.91170 1.27413  -0.5180
O3 1.01973 4.04104 0.58768  -0.0790
N2 -0.64408 4.72150 1.92946  0.0504
C8 -1.35993 3.45054 2.07842  -0.0281
H13 0.54283 6.87521 2.20224  0.0820
H14 1.28814 6.77059 0.58341  0.0908
H15 2.14782 6.11288 1.94313  0.0910
H16 -0.91455 5.47310 2.54755  0.1444
H17 -0.66344 2.64946 2.32595  0.0520
H18 -1.98554 3.13001 1.24538  0.0696
H19 -1.95512 3.70124 2.95649  0.0965
C9 2.69805 -3.41238 0.66939  -0.1213
O4 1.58970 -4.27493 0.70142  -0.2698
P1 1.32554 -5.06303 2.15917  0.6136
O5 0.05299 -5.88925 2.18503  -0.2590
O6 2.69973 -5.91819 2.37779  -0.2228
C10 3.11131 -6.91943 1.51349  -0.1269
O7 1.34464 -3.77967 3.23789  -0.2239
C11 0.32516 -2.84748 3.24542  -0.1671
H20 3.50593 -4.13700 0.77119  0.0826
H21 2.78731 -2.78323 1.55500  0.0529
H22 2.77751 -2.83458 -0.25144  0.0839
H23 2.58502 -7.02728 0.56508  0.0847
H24 3.06678 -7.82733 2.11501  0.1015
H25 4.15323 -6.78600 1.22245  0.0915
H26 -0.03543 -2.87050 4.27379  0.0873
H27 -0.61812 -3.01915 2.72692  0.0923
H28 0.55792 -1.79341 3.09423  0.0417
C12 0.12994 2.28239 -5.17484  -0.1131
O8 -0.96017 2.44588 -4.28861  -0.2247
P2 -0.87140 3.61739 -3.13236  0.6274
O9 0.34871 3.55921 -2.17357  -0.3195
O10 -0.90087 4.96367 -4.04742  -0.2064
C13 -2.10434 5.29292 -4.68128  -0.1196
O11 -2.34070 3.56975 -2.37929  -0.2245
C14 -2.70763 2.35367 -1.68249  -0.0713
H29 -0.26452 1.93843 -6.13097  0.1004
H30 0.75171 1.45359 -4.83633  0.0618
H31 0.74308 3.17145 -5.32226  0.0911
H32 -3.05667 4.86196 -4.37237  0.0964
H33 -1.99882 5.24619 -5.76516  0.0985
H34 -2.19723 6.35355 -4.44778  0.0964
H35 -2.85239 2.55055 -0.62024  0.0377
H36 -1.97112 1.57181 -1.86781  0.0839
H37 -3.67237 2.15040 -2.14732  0.0952
Cl1 1.75965 3.26350 4.23635  0.5675
C15 2.89654 1.89643 4.52864  -0.5839
C16 2.50199 0.73172 3.54234  -0.6368
Cl2 3.63126 -0.68374 3.59485  0.5648
H38 2.85514 1.59800 5.57617  0.0708
H39 3.91492 2.25445 4.37753  0.0654
H40 2.18938 1.02942 2.54147  0.0486
H41 1.50408 0.37934 3.80331  0.0051
Cl3 -1.02554 -1.20044 -4.51872  0.6167
C17 -1.98105 -1.95155 -3.28582  -0.7021
C18 -3.40962 -2.32746 -3.74429  -0.6399
Cl4 -4.41335 -0.88179 -4.01132  0.5431
H42 -2.08981 -1.27987 -2.43428  0.0237
H43 -1.36975 -2.81623 -3.02742  0.0551
H44 -4.01198 -2.81021 -2.97474  0.0186
H45 -3.43826 -2.93731 -4.64726  0.0741
Cl5 -4.05710 -1.91166 0.03527  0.5651
C19 -3.85989 -0.96347 1.57460  -0.5896
C20 -3.66621 0.57440 1.37187  -0.6432
Cl6 -5.09841 1.48254 0.73161  0.5602
H46 -3.00372 -1.43669 2.05537  0.0343
H47 -4.65749 -1.12724 2.29925  0.0761
H48 -2.82528 0.67120 0.68518  0.0250
H49 -3.30094 1.10566 2.25076  0.0150
Cl7 -3.27289 -5.31736 -1.44280  0.5099
C21 -1.67592 -4.93545 -0.63055  -0.5951
C22 -0.49009 -5.55671 -1.47530  -0.6031
Cl8 -0.38181 -7.31193 -1.02906  0.5361
H50 -1.68575 -5.30927 0.39330  0.0471
H51 -1.67229 -3.84547 -0.63468  0.0101
H52 0.48165 -5.18152 -1.15428  0.0276
H53 -0.48611 -5.43089 -2.55800  0.0616
Cl9 -0.67491 0.73774 8.20045  0.5685
C23 -1.27037 1.08014 6.54413  -0.6547
C24 -0.79200 -0.02168 5.63839  -0.6423
Cl10 -1.40341 0.26758 3.98629  0.6513
H54 -0.96121 2.08539 6.25778  0.0655
H55 -2.35899 1.03255 6.57141  0.0711
H56 -1.16766 -1.00342 5.92676  0.0758
H57 0.29483 -0.07645 5.57585  0.0579

no.,E_tot (a.u.),molar mass (g/mol)
1,-5613.44739,681.715
2,-668.60162,116.185
3,-2749.79613,591.003
4,-309.70262,98.145
5,-8214.86530,1018.197